# 1
ORCA calculation (ωB97M-V with the def2-TZVPD basis set) on a molecular structure, C32H39GdN6O2Si at a distorted geometry.

Cartesian coordinates (Å):
Gd -1.53 2.42 -1.45
O -0.23 2.32 -5.68
C -0.58 2.03 -4.54
N -1.33 2.86 -3.75
C -2.22 3.80 -4.20
C -2.05 4.66 -5.32
C -2.96 5.73 -5.56
C -4.12 5.92 -4.76
C -4.32 5.08 -3.70
C -3.39 4.05 -3.37
N -3.49 3.27 -2.20
C -4.59 2.98 -1.47
O -5.71 3.53 -1.59
C -4.35 1.80 -0.51
C -5.38 0.86 -0.46
C -5.12 -0.45 0.01
C -3.78 -0.70 0.51
C -2.83 0.27 0.48
N -3.08 1.49 -0.03
C -0.12 0.78 -3.97
C 0.59 -0.11 -4.78
C 1.04 -1.34 -4.35
C 0.79 -1.62 -2.99
C 0.10 -0.72 -2.19
N -0.32 0.50 -2.61
H -1.29 4.49 -6.04
H -2.84 6.35 -6.42
H -4.82 6.73 -5.00
H -5.21 5.02 -3.15
H -6.31 1.21 -0.90
H -5.87 -1.17 0.27
H -3.57 -1.74 0.88
H -1.84 0.14 0.92
H 0.79 0.22 -5.83
H 1.52 -2.07 -5.02
H 1.17 -2.57 -2.57
H -0.16 -1.01 -1.18
N 0.95 3.14 -1.28
C 0.72 3.24 0.16
C 1.79 2.87 1.02
C 1.59 3.07 2.37
C 0.29 3.42 2.83
C -0.70 3.70 1.88
N -0.54 3.50 0.52
H 1.70 2.53 -1.50
H 1.16 4.08 -1.69
H 2.75 2.56 0.59
H 2.40 2.82 3.01
H 0.06 3.32 3.88
H -1.66 4.13 2.20
C 3.08 -1.09 2.93
Si 2.30 -2.77 2.57
C 1.39 -3.42 4.17
C 0.51 -2.25 4.77
C 0.37 -4.55 3.77
C 2.47 -3.89 5.13
C 3.36 -3.84 1.45
C 4.70 -4.21 2.14
C 2.63 -5.20 1.16
C 3.50 -3.08 0.13
H 3.60 -0.83 2.00
H 3.78 -1.17 3.74
H 2.35 -0.29 3.05
H -0.34 -2.00 4.16
H 1.12 -1.34 5.00
H 0.18 -2.51 5.81
H 0.06 -4.49 2.70
H -0.51 -4.40 4.41
H 0.69 -5.59 3.98
H 3.29 -3.20 5.32
H 2.93 -4.78 4.68
H 1.99 -4.18 6.08
H 5.17 -4.95 1.48
H 4.65 -4.65 3.15
H 5.45 -3.34 2.25
H 2.79 -5.91 1.97
H 3.09 -5.70 0.25
H 1.52 -4.99 1.05
H 4.10 -2.17 0.18
H 2.63 -2.87 -0.48
H 4.09 -3.73 -0.49

## Properties
- ⟨S²⟩ = 16.847
- multiplicity = 8
- ΔE to the lowest compared entry with this formula, charge and spin (kJ/mol) = 154.02
- gap between HOMO and LUMO (alpha / beta) (eV) = 5.8 / 3.8



# 2
ORCA calculation (ωB97M-V with the def2-TZVPD basis set) on a molecular structure, C32H39GdN6O2Si at a distorted geometry.

Cartesian coordinates (Å):
Gd 0.91 0.47 0.34
O 2.37 2.61 -3.28
C 2.19 2.12 -2.17
N 0.96 1.95 -1.51
C 0.25 3.14 -1.28
C -0.18 3.98 -2.29
C -0.63 5.30 -2.04
C -0.61 5.76 -0.72
C -0.35 4.88 0.34
C 0.07 3.58 0.13
N 0.28 2.56 1.11
C 0.03 2.76 2.42
O -0.38 3.75 3.04
C 0.07 1.49 3.24
C -0.10 1.53 4.63
C 0.20 0.38 5.31
C 0.31 -0.85 4.63
C 0.22 -0.85 3.24
N 0.21 0.30 2.53
C 3.38 1.79 -1.33
C 4.68 2.05 -1.79
C 5.81 1.96 -0.93
C 5.57 1.50 0.38
C 4.29 1.16 0.75
N 3.25 1.27 -0.09
H -0.13 3.54 -3.29
H -1.09 5.91 -2.78
H -0.87 6.80 -0.47
H -0.56 5.28 1.37
H -0.35 2.48 5.08
H 0.22 0.37 6.42
H 0.44 -1.78 5.25
H 0.16 -1.86 2.76
H 4.82 2.51 -2.77
H 6.75 2.10 -1.47
H 6.42 1.34 1.10
H 4.10 0.71 1.73
N 2.04 -1.31 -1.59
C 2.69 -2.08 -0.56
C 3.67 -3.03 -0.81
C 4.41 -3.61 0.28
C 4.01 -3.30 1.57
C 3.04 -2.33 1.71
N 2.33 -1.75 0.71
H 1.29 -1.77 -2.09
H 2.77 -1.03 -2.28
H 3.70 -3.44 -1.85
H 5.21 -4.34 -0.01
H 4.34 -3.90 2.48
H 2.82 -1.89 2.67
C -1.44 -1.55 -2.59
Si -2.03 -1.21 -0.84
C -2.63 -3.05 -0.26
C -3.46 -3.78 -1.35
C -1.29 -3.86 -0.05
C -3.46 -2.89 1.08
C -3.54 0.03 -1.10
C -4.95 -0.68 -1.44
C -3.77 0.78 0.24
C -3.18 1.01 -2.20
H -2.16 -1.68 -3.38
H -0.78 -2.41 -2.64
H -0.73 -0.69 -2.82
H -2.89 -3.77 -2.28
H -4.49 -3.37 -1.53
H -3.54 -4.80 -1.01
H -0.92 -4.30 -0.99
H -1.55 -4.69 0.63
H -0.51 -3.26 0.49
H -4.12 -2.00 1.03
H -2.76 -2.67 1.96
H -4.08 -3.74 1.40
H -5.16 -1.47 -0.76
H -4.94 -1.10 -2.44
H -5.68 0.11 -1.38
H -3.81 0.21 1.24
H -4.80 1.26 0.21
H -3.05 1.57 0.43
H -2.96 0.57 -3.15
H -2.27 1.57 -1.97
H -4.07 1.66 -2.32

## Properties
- ⟨S²⟩ = 16.122
- multiplicity = 8
- ΔE to the lowest compared entry with this formula, charge and spin (kJ/mol) = 0.00
- gap between HOMO and LUMO (alpha / beta) (eV) = 6.0 / 5.6



# 3
ORCA calculation (ωB97M-V with the def2-TZVPD basis set) on 8 unconnected molecules or ions with the total composition C32H40F24O16 at a distorted geometry.

Cartesian coordinates (Å):
C 7.50 -2.91 -3.41
C 8.36 -1.73 -2.96
O 7.45 -0.74 -2.55
C 6.77 -0.67 -1.32
O 6.78 -1.54 -0.45
C 6.03 0.68 -1.16
F 5.91 1.29 -2.36
F 4.80 0.50 -0.69
F 6.70 1.39 -0.28
H 8.08 -3.67 -3.94
H 6.68 -2.60 -4.05
H 7.04 -3.35 -2.52
H 8.96 -1.29 -3.76
H 9.13 -2.00 -2.22
C -5.82 -2.84 0.35
C -5.94 -1.47 0.97
O -4.59 -0.86 0.96
C -4.22 0.06 1.90
O -4.93 0.57 2.72
C -2.71 0.41 1.77
F -2.15 -0.13 0.66
F -2.45 1.71 1.70
F -2.06 -0.04 2.91
H -6.05 -2.72 -0.71
H -6.55 -3.58 0.70
H -4.84 -3.29 0.48
H -6.31 -1.54 1.99
H -6.63 -0.81 0.44
C 0.23 -7.06 -1.82
C -0.22 -6.12 -2.98
O -0.61 -4.81 -2.57
C -1.75 -4.62 -1.81
O -2.55 -5.50 -1.55
C -2.04 -3.19 -1.29
F -1.11 -2.35 -1.67
F -3.26 -2.87 -1.82
F -2.17 -3.10 0.04
H 1.00 -6.57 -1.23
H 0.63 -7.98 -2.25
H -0.61 -7.31 -1.17
H -1.01 -6.50 -3.63
H 0.61 -6.04 -3.68
C 3.66 -2.67 -1.66
C 2.59 -2.65 -2.75
O 2.38 -1.38 -3.34
C 3.26 -0.85 -4.24
O 4.29 -1.40 -4.68
C 2.70 0.54 -4.79
F 3.31 1.46 -4.06
F 2.88 0.66 -6.13
F 1.37 0.66 -4.55
H 3.70 -3.65 -1.17
H 3.38 -1.90 -0.95
H 4.63 -2.46 -2.11
H 1.66 -2.82 -2.21
H 2.74 -3.49 -3.43
C -4.10 1.50 5.94
C -3.31 2.18 7.03
O -2.08 1.53 7.36
C -0.91 1.68 6.59
O -0.84 2.35 5.54
C 0.38 1.16 7.19
F 1.30 0.89 6.27
F 0.84 2.15 7.96
F 0.07 0.01 7.81
H -4.14 0.41 6.02
H -3.80 1.69 4.91
H -5.11 1.91 5.95
H -3.93 2.25 7.93
H -3.19 3.21 6.71
C 1.13 1.27 2.29
C 1.62 1.94 1.02
O 0.58 2.04 0.06
C 0.79 1.46 -1.13
O 1.84 1.04 -1.57
C -0.44 1.60 -2.03
F -0.21 2.29 -3.14
F -0.81 0.38 -2.33
F -1.40 2.24 -1.31
H 1.90 1.41 3.05
H 0.86 0.23 2.13
H 0.30 1.70 2.85
H 2.50 1.36 0.72
H 1.99 2.94 1.24
C -4.28 1.15 -2.42
C -4.65 0.35 -3.62
O -6.06 0.64 -3.89
C -7.10 -0.03 -3.19
O -6.95 -0.68 -2.17
C -8.53 0.34 -3.68
F -8.58 0.92 -4.84
F -9.24 -0.75 -3.81
F -9.27 0.98 -2.77
H -3.29 0.81 -2.12
H -4.93 1.00 -1.56
H -4.33 2.20 -2.68
H -4.50 -0.72 -3.47
H -3.93 0.52 -4.42
C 4.09 3.62 3.65
C 3.87 5.00 3.32
O 2.72 5.09 2.56
C 2.22 6.32 2.33
O 2.74 7.36 2.81
C 0.91 6.36 1.50
F 1.28 6.56 0.15
F 0.28 5.20 1.58
F 0.06 7.35 1.85
H 5.03 3.53 4.18
H 4.04 3.14 2.67
H 3.31 3.19 4.28
H 4.71 5.39 2.75
H 3.90 5.52 4.28

## Properties
- net charge = -1
- ⟨S²⟩ = 0.753
- multiplicity = 2
- ΔE to the lowest compared entry with this formula, charge and spin (kJ/mol) = 31.50
- gap between HOMO and LUMO (alpha / beta) (eV) = 1.7 / 6.8



Look up the ΔE to the lowest compared entry with this formula, charge and spin of the first one.
154.02 kJ/mol



Number 3 is which compound?
C32H40F24O16



multiplicity of number 2 (C32H39GdN6O2Si)?
8



Which of these has the highest ΔE to the lowest compared entry with this formula, charge and spin?
number 1